Entry 1:
Molecular formula: C5H8N2
Method: DFT, wB97M-V/def2-TZVPD

```
15
Properties=species:S:1:pos:R:3:forces:R:3:lowdin_charge:R:1
C 1.01552 1.31800 -1.70426 0.04 0.08 -0.07 -0.054
C 0.70651 0.39629 -0.53846 -0.03 -0.17 0.02 -0.435
C 1.78502 -0.39379 -0.12270 -0.64 -0.05 0.43 0.184
N 0.32459 -1.19761 1.52400 -0.12 0.34 -0.29 0.120
C -0.74825 -0.67984 1.00126 0.17 0.19 -0.23 -0.497
N -2.06856 -0.94083 1.34803 0.11 -0.19 -0.04 0.110
C -0.55581 0.27720 -0.04789 -0.11 0.13 -0.11 -0.074
H 0.65613 0.85886 -2.63074 0.06 0.10 0.14 0.087
H 0.49189 2.26599 -1.55358 0.09 -0.12 -0.07 0.084
H 2.08377 1.52566 -1.82880 -0.16 -0.10 0.10 0.077
H 2.60727 0.21024 0.30620 -0.31 -0.47 0.36 0.047
H 0.10643 -1.96617 2.16956 0.52 0.21 -0.35 0.068
H -2.74221 -0.77452 0.61128 0.18 -0.03 0.22 0.089
H -2.28151 -1.75837 1.90132 0.21 0.11 -0.05 0.090
H -1.38080 0.85890 -0.43523 -0.01 -0.02 -0.05 0.104
```
Positions in Å, forces in eV/Å.

Net charge: 0
Highest occupied orbital energy in eV: -7.79

***

Entry 2:
Molecular formula: C9H14FeO9
Method: DFT, wB97M-V/def2-TZVPD

```
33
Properties=species:S:1:pos:R:3:forces:R:3:lowdin_charge:R:1
Fe 11.33508 -7.42964 19.84190 1.50 -1.43 1.55 0.868
C 13.06156 -8.70677 18.47068 -3.11 -2.80 9.29 -0.830
O 11.96523 -8.18260 18.03424 -1.78 0.34 -4.75 -0.220
O 13.19945 -9.93264 18.83039 1.25 -1.33 -5.22 -0.123
O 13.35787 -8.03345 19.57435 2.73 4.12 0.25 -0.217
C 11.28844 -8.30748 22.34308 7.13 -0.90 -5.60 -0.902
O 11.11233 -7.10052 21.94104 -1.76 5.85 2.43 -0.223
O 12.35494 -8.73024 22.89521 -1.42 0.72 4.77 -0.122
O 11.09396 -8.98038 21.27477 -4.09 -4.62 -2.97 -0.191
C 11.84630 -3.17746 19.44074 0.46 0.53 0.74 -0.037
C 12.08787 -4.46111 18.71440 -0.47 -0.16 -0.07 -0.478
O 11.64488 -5.51317 19.13233 -0.33 0.08 0.19 -0.006
C 12.82309 -4.35135 17.41205 0.92 0.10 0.32 -0.018
H 11.21339 -2.48716 18.87328 -0.16 -0.14 0.02 0.075
H 12.79056 -2.64762 19.58625 0.19 0.05 -0.18 0.071
H 11.47623 -3.34447 20.45128 -0.40 -0.17 -0.19 0.086
H 13.61510 -5.10036 17.36981 -0.42 -0.48 -0.16 0.094
H 13.37700 -3.41206 17.42243 -0.27 0.31 -0.37 0.062
H 12.14883 -4.41632 16.55587 0.12 -0.06 -0.03 0.074
O 9.21710 -7.54210 19.23526 -1.09 0.74 -0.86 0.084
C 8.17539 -7.09920 18.78754 1.09 -1.45 2.69 -0.512
O 8.00625 -6.61090 17.59555 -0.26 0.33 -1.61 0.007
C 9.15053 -6.34006 16.75957 -0.12 1.48 -0.88 -0.162
C 8.69955 -5.07517 15.98672 0.14 -0.19 0.41 -0.075
C 6.91369 -7.11179 19.63893 0.33 0.41 0.31 0.027
H 9.38986 -7.10943 16.02704 -0.34 -0.53 0.46 0.129
H 10.05066 -6.15924 17.34341 -0.09 -0.17 0.24 0.097
H 9.47371 -4.69189 15.32141 0.10 -0.10 0.04 0.064
H 8.42562 -4.29187 16.69565 0.18 0.05 0.05 0.069
H 7.80038 -5.25816 15.39551 0.06 -0.24 -0.05 0.063
H 7.19672 -7.13625 20.69076 0.34 -0.34 -0.13 0.091
H 6.32786 -8.00491 19.42522 -0.16 0.17 -0.14 0.082
H 6.34694 -6.18520 19.54961 -0.27 -0.17 -0.54 0.072
```
Positions in Å, forces in eV/Å.

Net charge: -2
2S+1: 5
Highest occupied orbital energy (alpha / beta) in eV: 0.95 / 1.02

***

Entry 3:
Molecular formula: C18H13BBrF4IN5O3PtS
Method: DFT, wB97M-V/def2-TZVPD

```
48
Properties=species:S:1:pos:R:3:forces:R:3:lowdin_charge:R:1
Pt 0.21234 0.53438 -0.19900 0.18 0.10 -0.53 1.207
N -0.95609 -1.86931 1.86449 0.12 -0.13 -0.01 0.278
C -0.40734 -0.81740 2.43156 -0.30 -0.27 -0.15 -0.433
O 0.10218 0.14849 1.82589 0.26 0.55 0.09 -0.113
C -0.44813 -0.72128 3.90921 0.01 0.00 0.04 -0.062
C 0.14262 0.39386 4.52397 0.04 0.06 -0.01 -0.141
N 0.62718 1.32629 5.00493 -0.04 -0.11 -0.05 0.239
C -1.12335 -1.68680 4.67339 -0.05 0.05 0.07 -0.148
N -1.72450 -2.47620 5.26642 0.10 0.02 -0.09 0.244
H -0.86533 -2.03448 0.86210 -0.01 0.07 0.10 0.079
H -1.24746 -2.66804 2.41107 -0.03 0.04 0.01 0.142
Br 6.76732 0.46749 0.38714 -0.24 -0.02 0.02 0.930
C 4.92541 0.52456 0.18181 0.40 0.02 -0.02 -0.641
C 4.19480 1.53706 0.84460 -0.12 0.08 0.03 -0.084
C 2.84754 1.61543 0.64603 0.34 -0.16 -0.06 -0.054
C 2.18536 0.65827 -0.18006 -0.99 -0.29 0.24 -0.225
C 2.95866 -0.30941 -0.89005 0.36 0.08 0.04 -0.044
C 4.30389 -0.40563 -0.67443 -0.14 -0.06 -0.08 -0.081
H 4.70202 2.23524 1.49623 0.07 -0.04 -0.02 0.118
H 2.28830 2.38693 1.15334 -0.10 -0.03 0.02 0.098
H 2.48237 -1.02383 -1.54729 -0.12 0.05 0.06 0.105
H 4.88343 -1.18398 -1.15155 0.08 0.06 0.02 0.120
O 0.00305 3.06492 0.57513 -0.08 0.47 0.44 -0.089
O 0.23036 3.94229 -0.20938 0.06 0.27 -0.20 0.029
I -4.91852 -2.18535 -1.77139 0.06 0.11 0.06 0.977
C -3.99117 -0.59037 -0.80875 -0.13 -0.13 -0.16 -0.694
C -4.72136 0.37101 -0.12994 0.02 0.04 0.01 -0.098
C -4.03738 1.39572 0.50785 -0.06 0.03 -0.02 -0.025
C -2.66035 1.43528 0.43857 -0.05 -0.17 -0.10 -0.110
N -1.95850 0.51436 -0.24154 0.23 -0.18 0.15 -0.077
C -2.61164 -0.48455 -0.85097 0.03 0.09 -0.02 -0.195
H -5.80171 0.32302 -0.10168 0.01 -0.01 0.04 0.111
H -4.57093 2.16271 1.05186 0.02 -0.01 0.00 0.121
H -2.09673 2.20987 0.93067 0.05 0.05 0.04 0.095
H -2.02068 -1.23671 -1.35535 0.02 0.05 0.05 0.074
F 0.55002 -2.02384 -0.72349 -0.05 -0.65 -0.08 -0.038
B 0.01048 -3.39915 -0.78378 0.19 0.21 -0.05 -1.221
F -1.39797 -3.19981 -0.72535 0.11 -0.08 0.03 0.066
F 0.41304 -3.95573 -1.97216 -0.12 0.04 0.17 0.164
F 0.43856 -4.05297 0.35823 -0.07 0.02 -0.18 0.147
S 0.04695 0.24086 -4.64948 0.03 0.05 0.03 1.131
C 0.39264 1.86347 -4.23554 -0.01 -0.05 -0.07 -0.343
C 0.47929 1.99808 -2.89356 -0.06 -0.02 -0.01 -0.193
N 0.26656 0.82337 -2.20634 -0.12 -0.15 0.11 -0.200
C 0.03138 -0.18595 -3.01730 0.04 -0.07 -0.14 -0.439
H 0.51237 2.62924 -4.98400 0.00 -0.02 0.02 0.086
H 0.68015 2.91166 -2.36314 0.02 0.02 0.10 0.101
H -0.11913 -1.20308 -2.67899 0.03 0.06 0.05 0.084
```
Positions in Å, forces in eV/Å.

Net charge: +1
2S+1: 5
Highest occupied orbital energy (alpha / beta) in eV: -11.93 / -11.93

***

Entry 4:
Molecular formula: C17H26N3O5SW
Method: DFT, wB97M-V/def2-TZVPD

```
53
Properties=species:S:1:pos:R:3:forces:R:3:lowdin_charge:R:1
W -1.18213 -0.30314 0.65548 -0.01 -0.01 0.02 1.348
O -3.43935 2.19149 -2.07186 -0.01 0.01 0.00 0.192
C -2.97505 1.77239 -0.91773 0.02 -0.04 -0.01 -0.399
O -2.18100 0.83621 -0.88176 -0.02 0.04 0.02 -0.110
C -3.56272 2.56020 0.23999 0.01 -0.01 -0.01 -0.083
O -2.65542 2.76243 1.29320 0.00 -0.01 0.01 -0.090
C -2.93654 2.09753 2.52376 0.00 0.01 -0.03 -0.072
C -2.57440 0.65462 2.28364 0.01 0.02 0.01 -0.589
O -1.38443 0.20894 2.59811 0.01 -0.01 0.03 -0.122
O -3.27896 -0.06896 1.54105 0.01 -0.01 -0.01 -0.062
H -3.08813 1.63721 -2.78935 0.00 0.00 0.00 0.161
H -4.46750 2.02727 0.54871 0.00 0.01 0.00 0.156
H -3.85432 3.53252 -0.15737 -0.01 0.00 0.00 0.154
H -3.98724 2.19186 2.80326 0.00 0.00 0.00 0.148
H -2.29530 2.54944 3.27394 0.00 0.00 0.00 0.145
N -2.18555 -4.67606 -0.69027 -0.01 0.00 0.00 0.128
C -1.63122 -3.60289 -0.13783 0.00 0.02 0.00 -0.816
N -0.69134 -3.74371 0.77844 0.00 0.00 0.00 0.128
S -2.17774 -2.05759 -0.68407 0.00 -0.01 -0.01 0.698
H -1.91405 -5.61349 -0.44472 0.00 0.00 0.00 0.127
H -2.91248 -4.55331 -1.37486 0.00 0.00 0.00 0.108
H -0.35217 -4.64322 1.07771 0.00 0.00 0.00 0.132
H -0.25670 -2.90443 1.13867 0.00 0.00 0.00 0.068
C 1.20944 -2.43243 -2.04194 0.01 0.00 0.01 -0.065
C 1.44965 -1.02670 -2.59269 -0.01 0.01 -0.01 -0.367
C 0.17883 -0.36398 -3.12495 0.00 0.00 0.00 -0.064
C 2.21437 -0.16228 -1.60798 0.00 -0.01 0.00 -0.138
C 3.48477 0.25269 -1.99085 0.00 0.00 0.00 -0.029
C 4.28330 1.01573 -1.15997 0.00 0.00 0.00 -0.055
C 3.81492 1.37071 0.09114 0.00 0.00 0.00 -0.027
C 2.55356 0.98943 0.53133 0.01 -0.01 0.01 -0.138
C 2.14617 1.42930 1.92769 -0.01 0.02 -0.01 -0.365
C 1.02615 2.47399 1.91409 0.00 -0.01 0.00 -0.054
C 1.90137 0.25891 2.88319 0.00 -0.01 0.00 -0.061
C 1.74459 0.22468 -0.33600 0.01 0.00 0.05 -0.202
N 0.45876 -0.12575 0.10117 -0.03 0.00 -0.09 -0.151
H 0.65711 -3.03819 -2.76354 0.00 0.00 0.00 0.084
H 0.63954 -2.39331 -1.11673 0.00 0.00 0.00 0.012
H 2.15968 -2.92721 -1.83539 0.00 0.00 0.00 0.089
H 2.11517 -1.13919 -3.45179 0.00 0.00 0.00 0.126
H -0.56617 -0.22847 -2.34562 0.00 0.00 0.00 0.009
H -0.26416 -0.98102 -3.90924 0.00 0.00 0.00 0.085
H 0.41135 0.61320 -3.55219 0.00 0.00 0.00 0.088
H 3.85223 -0.03844 -2.96708 0.00 0.00 0.00 0.116
H 5.26807 1.32572 -1.48320 0.00 0.00 0.00 0.112
H 4.43962 1.95915 0.75173 0.00 0.00 0.00 0.117
H 3.02285 1.94717 2.32471 0.00 0.00 0.00 0.125
H 0.11494 2.11527 1.43670 0.00 0.00 0.00 0.031
H 1.34704 3.36268 1.36899 0.00 0.00 0.00 0.089
H 0.77759 2.77365 2.93408 0.00 0.00 0.00 0.086
H 1.06707 -0.37143 2.58130 0.02 0.00 0.00 0.028
H 1.68494 0.63064 3.88579 0.00 0.01 0.00 0.086
H 2.79101 -0.36980 2.94105 0.00 0.00 0.00 0.087
```
Positions in Å, forces in eV/Å.

Net charge: +1
Highest occupied orbital energy (alpha / beta) in eV: -10.54 / -10.54

***

Entry 5:
Molecular formula: C43H59BN9S3Tc
Method: DFT, wB97M-V/def2-TZVPD

```
116
Properties=species:S:1:pos:R:3:forces:R:3:lowdin_charge:R:1
Tc 0.21654 0.21356 0.63270 0.57 -0.45 -0.28 1.204
C 4.03792 -2.59438 3.03670 -0.04 0.02 -0.04 -0.056
C 3.72516 -2.55444 1.57266 -0.04 0.01 0.23 -0.237
C 4.56645 -3.05607 0.63792 0.19 -0.04 -0.04 0.066
C 4.26786 -2.94755 -0.74395 0.09 0.02 -0.03 -0.195
N 3.13352 -2.44700 -1.14087 -0.07 0.07 0.15 0.192
N 2.28220 -1.95401 -0.21285 -0.10 -0.02 -0.37 -0.035
B 0.99003 -1.28853 -0.84258 -0.01 0.12 0.14 -0.584
N -0.00204 -2.50885 -1.31371 0.06 -0.02 -0.05 0.043
N 0.33804 -3.16793 -2.42725 0.02 0.01 0.07 0.188
C -0.47061 -4.08784 -2.91487 0.06 0.05 -0.06 -0.187
C -1.73103 -4.30658 -2.34602 -0.06 -0.12 -0.13 0.070
C -2.02126 -3.76835 -1.12949 -0.16 -0.01 0.20 -0.209
C -3.30381 -4.12315 -0.42336 0.08 0.08 -0.07 -0.038
C -1.07059 -2.87488 -0.58887 -0.10 -0.04 -0.10 -0.391
S -1.19643 -2.47565 1.12087 -0.02 0.25 0.14 0.962
C -0.00775 -5.00013 -4.04597 -0.03 0.00 0.11 -0.539
C -1.10299 -5.12763 -5.11434 -0.06 -0.01 -0.01 -0.036
C 1.27021 -4.49854 -4.69573 0.10 0.08 -0.07 -0.043
C 0.25372 -6.37897 -3.41026 0.03 0.02 0.04 -0.029
N 1.43882 -0.40208 -2.10169 -0.10 -0.23 0.00 -0.006
N 1.06864 -0.72441 -3.34446 -0.10 0.05 0.27 0.180
C 1.32761 0.10356 -4.32177 -0.09 0.02 -0.16 -0.194
C 1.98135 1.32926 -4.08417 0.07 -0.03 -0.15 0.077
C 2.41456 1.64126 -2.83626 0.13 0.11 0.11 -0.234
C 3.10795 2.93075 -2.52734 -0.01 -0.05 0.00 -0.049
C 2.11469 0.71872 -1.80061 -0.01 -0.05 -0.09 -0.584
S 2.50733 1.04229 -0.16518 -0.28 0.03 -0.01 0.765
C 0.94731 -0.34751 -5.73142 0.02 0.00 0.07 -0.532
C 0.76575 0.84419 -6.67366 -0.09 0.04 -0.04 -0.054
C 2.11299 -1.20816 -6.24862 0.01 0.06 -0.05 -0.032
C -0.35777 -1.15032 -5.69708 0.03 -0.04 0.08 -0.046
C 2.54064 -1.91157 1.10154 -0.04 -0.02 -0.01 -0.614
S 1.52316 -1.07029 2.20192 0.26 -0.12 -0.01 0.656
C 5.30324 -3.36618 -1.78124 -0.06 0.00 0.08 -0.547
C 6.57629 -2.54172 -1.53624 0.03 0.02 0.03 -0.035
C 5.60971 -4.86112 -1.61357 -0.02 -0.03 -0.01 -0.034
C 4.81226 -3.10392 -3.20043 -0.05 0.05 0.00 -0.051
H 4.94653 -3.16666 3.21849 -0.03 0.02 -0.01 0.087
H 3.21577 -3.03886 3.59974 0.01 0.00 -0.02 0.085
H 4.17197 -1.58120 3.42187 -0.01 -0.03 -0.02 0.088
H 5.50147 -3.50787 0.94837 -0.06 0.00 -0.02 0.128
H -2.45179 -4.94511 -2.84194 0.09 -0.05 0.05 0.131
H -3.79465 -4.94710 -0.93873 0.01 0.03 -0.01 0.088
H -3.98202 -3.26796 -0.40822 0.06 -0.03 -0.01 0.081
H -3.12781 -4.41184 0.60984 0.02 -0.02 0.00 0.075
H -1.45741 -4.14649 -5.44226 0.04 -0.05 0.00 0.086
H -1.96114 -5.71097 -4.77123 0.06 0.05 -0.03 0.081
H -0.69134 -5.64345 -5.98382 -0.02 0.00 0.04 0.097
H 1.05623 -3.68346 -5.38534 0.04 0.02 0.02 0.062
H 1.73370 -5.30913 -5.26078 -0.02 0.04 -0.02 0.099
H 1.97454 -4.13692 -3.95069 0.04 -0.01 0.00 0.056
H -0.63786 -6.77864 -2.91945 0.04 0.03 -0.03 0.087
H 1.05559 -6.31942 -2.66834 -0.04 -0.01 -0.05 0.094
H 0.55768 -7.08516 -4.18556 -0.02 0.02 0.03 0.094
H 2.13871 2.02899 -4.89354 0.00 -0.03 0.01 0.122
H 3.18935 3.54406 -3.42354 0.01 -0.02 0.02 0.087
H 4.10712 2.75397 -2.12520 -0.02 -0.02 0.00 0.089
H 2.55428 3.47759 -1.76286 0.00 0.01 -0.01 0.075
H 1.69845 1.38641 -6.84247 -0.05 -0.03 -0.01 0.080
H 0.01302 1.54502 -6.30097 0.05 -0.04 -0.01 0.096
H 0.42754 0.47841 -7.64536 0.01 0.02 0.03 0.094
H 2.99358 -0.58492 -6.42679 -0.01 -0.04 0.02 0.091
H 1.84451 -1.68912 -7.19356 0.02 0.04 0.06 0.095
H 2.38685 -1.97347 -5.52547 -0.01 -0.08 0.02 0.062
H -1.20309 -0.49460 -5.47136 0.03 -0.03 0.03 0.090
H -0.31917 -1.93071 -4.93569 -0.01 0.04 -0.08 0.047
H -0.53634 -1.61167 -6.67123 0.01 0.04 0.02 0.092
H 7.01796 -2.74533 -0.55802 -0.01 0.02 -0.05 0.082
H 6.36461 -1.47148 -1.59943 0.01 -0.04 -0.01 0.094
H 7.32307 -2.78668 -2.29439 -0.03 0.00 0.04 0.093
H 6.03156 -5.08896 -0.63167 -0.03 0.02 -0.05 0.081
H 6.33700 -5.17384 -2.36557 -0.02 0.01 0.03 0.093
H 4.70563 -5.46160 -1.74488 0.05 0.02 0.00 0.091
H 4.57888 -2.04824 -3.35664 0.02 -0.04 0.01 0.084
H 3.91337 -3.67748 -3.41143 -0.05 -0.02 -0.04 0.057
H 5.58850 -3.40025 -3.90897 -0.03 0.02 0.02 0.094
C 1.22786 2.98391 2.35754 -0.27 -0.04 0.10 -0.180
N 0.35452 2.39966 1.32797 0.03 0.09 0.16 -0.124
C -0.14942 3.18521 0.44454 0.01 -0.01 -0.17 -0.102
C -0.81958 2.63021 -0.69017 0.11 -0.10 0.10 -0.332
C -1.56531 3.18639 -1.71785 -0.09 0.08 -0.09 -0.034
C -2.00755 2.11374 -2.51324 -0.02 0.00 0.02 -0.079
C -1.50962 0.95286 -1.93207 0.07 0.06 0.01 -0.160
N -0.77851 1.25539 -0.83515 -0.14 0.22 -0.12 -0.134
C 0.51980 3.19173 3.67676 0.06 -0.01 0.01 -0.215
C -0.13272 2.13141 4.29737 0.02 0.00 0.07 -0.059
C -0.76516 2.30434 5.51839 -0.01 0.00 -0.03 -0.071
C -0.74378 3.54748 6.14106 0.01 0.00 -0.01 -0.083
C -0.08670 4.60767 5.53546 0.01 -0.01 -0.04 -0.075
C 0.54162 4.42942 4.30685 -0.09 0.01 -0.01 -0.040
H 1.63793 3.93179 2.00445 -0.01 0.04 -0.01 0.116
H 2.06970 2.30528 2.50463 0.04 -0.08 -0.07 0.100
H -0.02090 4.26587 0.52022 -0.03 -0.01 -0.01 0.146
H -1.77843 4.23735 -1.85504 0.02 -0.09 0.00 0.108
H -2.62568 2.16875 -3.39695 0.04 0.01 0.06 0.094
H -1.62894 -0.07238 -2.25802 0.01 0.06 0.03 0.103
H -0.13328 1.15932 3.81900 0.00 -0.02 0.00 0.071
H -1.27189 1.46933 5.98838 0.03 0.03 -0.02 0.105
H -1.23370 3.68592 7.09732 0.02 -0.01 -0.05 0.106
H -0.06501 5.57793 6.01672 0.01 -0.04 -0.03 0.106
H 1.04821 5.26336 3.83342 0.00 -0.01 0.02 0.111
C -2.77437 1.14544 1.73399 0.08 0.03 -0.02 -0.048
C -2.64177 -0.36530 1.89653 -0.06 -0.04 -0.26 -0.684
C -3.90265 -1.01051 1.32102 -0.06 0.01 -0.06 -0.069
C -2.50723 -0.73252 3.37636 0.06 -0.11 0.00 -0.053
N -1.42237 -0.81221 1.13992 -0.23 0.22 0.46 -0.535
H -3.66336 1.48706 2.26731 0.03 -0.02 -0.01 0.097
H -2.87788 1.41311 0.68062 -0.03 0.00 0.05 0.078
H -1.91795 1.67824 2.14943 -0.01 -0.03 0.01 0.052
H -4.78345 -0.56169 1.78670 0.04 -0.04 -0.03 0.094
H -3.93734 -2.08438 1.50943 0.03 0.07 0.01 0.052
H -3.95743 -0.83106 0.24302 -0.01 0.00 0.05 0.088
H -3.30064 -0.26512 3.96477 0.03 -0.03 -0.05 0.095
H -1.54374 -0.40681 3.77010 -0.04 0.04 0.01 0.058
H -2.57767 -1.81578 3.51840 0.01 0.06 -0.01 0.074
```
Positions in Å, forces in eV/Å.

Net charge: +1
2S+1: 4
Highest occupied orbital energy (alpha / beta) in eV: -9.76 / -10.13

***

The evaluated E_tot for the records listed, in turn: -8291.34180, -62370.11068, -136235.06194, -45415.30054, -94337.47336 eV.
The evaluated relative energy (zero: lowest compared OMol25 entry of this formula, charge and spin) for the records listed, in turn: 84.28, 31.41, 15.42, 0.00, 0.00 kcal per mole.